Entry 1:
{
  "formula": "C40H41Cl3F2O6",
  "method": "the ωB97M-V functional and the def2-TZVPD basis",
  "molar_mass_g_mol": 762.1,
  "orbital_gap_ev": 7.5,
  "homo_ev": -9.2,
  "smiles": "C=CC(=O)OCCCCCCC1=CC(=O)c2cc(COC(C)=O)c(/C(Cl)=C(\\C)Cl)c(CCCCl)c2C1=O.Fc1ccccc1.Fc1ccccc1",
  "symbols": ["C", "C", "C", "O", "O", "C", "C", "C", "C", "C", "C", "C", "C", "C", "O", "C", "C", "C", "C", "O", "C", "C", "O", "C", "C", "Cl", "C", "C", "Cl", "C", "C", "C", "C", "Cl", "C", "C", "O", "H", "H", "H", "H", "H", "H", "H", "H", "H", "H", "H", "H", "H", "H", "H", "H", "H", "H", "H", "H", "H", "H", "H", "H", "H", "H", "H", "H", "H", "H", "H", "F", "C", "C", "C", "C", "C", "C", "H", "H", "H", "H", "H", "F", "C", "C", "C", "C", "C", "C", "H", "H", "H", "H", "H"],
  "coordinates": [[-5.078897, -1.192843, 4.387482], [-4.380406, -2.334242, 3.888322], [-2.860307, -2.101645, 3.408426], [-2.348870, -0.981621, 3.645817], [-2.215163, -3.201116, 2.798659], [-0.874833, -2.874541, 2.353730], [0.213469, -2.836906, 3.568403], [1.487442, -2.020185, 3.007757], [1.623887, -0.535139, 3.649077], [3.085535, 0.093500, 3.410892], [3.099812, 1.517005, 2.670118], [2.220411, 1.594458, 1.346943], [2.029362, 0.444738, 0.524381], [1.142259, 0.397645, -0.782787], [0.642406, -0.664242, -1.270329], [0.814563, 1.768085, -1.511402], [0.335199, 1.701690, -2.973170], [0.042659, 3.045548, -3.706623], [-0.435384, 2.941581, -5.229706], [-1.889974, 2.822328, -5.318953], [-2.303149, 1.469887, -5.137614], [-3.093291, 1.007851, -3.802620], [-2.122800, 0.562620, -5.999717], [0.258907, 4.355709, -2.915101], [-0.038147, 5.724190, -3.706268], [-1.616274, 6.635990, -3.458084], [0.982617, 6.198343, -4.589601], [2.358700, 5.393306, -4.735645], [0.719828, 7.726540, -5.554851], [0.733623, 4.416384, -1.415171], [0.946473, 5.826698, -0.678733], [-0.406535, 6.359986, -0.000727], [-0.392367, 7.916667, 0.392547], [1.273687, 8.692281, 0.342353], [1.008140, 3.080881, -0.689007], [1.485148, 2.935468, 0.825996], [1.335476, 3.851815, 1.682496], [-6.146430, -0.997259, 4.052941], [-4.475312, -0.494410, 5.067989], [-4.795084, -3.392615, 3.835940], [-0.461603, -3.643208, 1.597235], [-0.820594, -1.853115, 1.840080], [-0.223171, -2.421180, 4.534705], [0.566011, -3.933404, 3.671650], [2.454973, -2.620119, 3.202459], [1.373383, -1.995691, 1.861067], [0.834092, 0.162791, 3.215405], [1.475940, -0.674296, 4.779829], [3.566636, 0.249536, 4.448256], [3.748027, -0.651861, 2.855721], [2.876952, 2.344543, 3.432401], [4.194841, 1.699330, 2.340149], [2.550863, -0.512415, 0.844124], [0.183535, 0.721323, -3.540759], [-0.012786, 3.762567, -5.898639], [-0.009713, 1.945425, -5.631949], [-3.589801, -0.016917, -3.958763], [-2.386388, 0.904495, -2.906989], [-3.953376, 1.743161, -3.605473], [2.108136, 4.410005, -5.265260], [2.827419, 5.176318, -3.706291], [3.135685, 5.968803, -5.365639], [1.348072, 6.564324, -1.473950], [1.813094, 5.684326, 0.062103], [-1.259409, 6.221273, -0.760683], [-0.661569, 5.717429, 0.906196], [-0.817674, 8.134646, 1.442136], [-1.085035, 8.462351, -0.344725], [4.525385, -4.482247, -2.189603], [3.621310, -4.119109, -3.113788], [2.739169, -3.087229, -2.834241], [1.806112, -2.707654, -3.793179], [1.758636, -3.371575, -5.016891], [2.646371, -4.409847, -5.284654], [3.587121, -4.782637, -4.330182], [2.785100, -2.587513, -1.873524], [1.116306, -1.896269, -3.587055], [1.027145, -3.077585, -5.762956], [2.605537, -4.928666, -6.236508], [4.291718, -5.582697, -4.524784], [-3.152992, -5.949628, 7.434322], [-3.020894, -6.363535, 6.164163], [-2.949992, -5.425089, 5.146257], [-2.807964, -5.853575, 3.830216], [-2.749342, -7.216749, 3.546953], [-2.826591, -8.149991, 4.577022], [-2.957536, -7.721444, 5.893963], [-3.005616, -4.369145, 5.385853], [-2.743835, -5.127444, 3.026907], [-2.642917, -7.550769, 2.519714], [-2.784862, -9.210962, 4.354277], [-3.010291, -8.433508, 6.709163]],
  "atomic_forces_ev_per_a": [[1.8725, -2.2064, -0.9463], [0.2996, 1.3423, 0.1632], [-0.0659, 1.7745, 2.4749], [-0.9439, -3.7871, -1.4206], [-0.5394, 2.7118, 0.4491], [2.2787, 0.7812, 0.2365], [0.2803, -0.8148, -1.4634], [-0.1077, 0.0359, 0.2126], [0.4164, -0.8073, -0.1509], [-0.1604, 0.0785, 0.3618], [0.6001, 0.1848, -0.2470], [-1.0531, -1.8442, -2.6700], [0.3141, 1.6826, 1.0129], [-1.3028, -1.0872, -1.0118], [2.2252, 3.4611, 2.0544], [-0.2383, 1.4182, -0.7831], [0.4146, 3.7099, 1.7378], [1.1635, -0.4004, 3.3121], [1.2428, -1.2076, 0.4498], [0.3715, -1.6644, 0.7575], [-0.4519, -3.7683, -1.5813], [-0.4350, 0.5960, -0.4250], [-0.0689, 4.2090, 2.9626], [-0.3545, -1.3581, 0.5804], [2.6480, 0.1935, -1.2590], [2.0419, -1.3309, -0.3187], [-1.8853, -0.9227, 2.0001], [-0.2781, 0.5056, -0.3137], [0.4567, -1.9321, 1.1444], [-0.4459, -2.3017, -0.9085], [0.5068, -0.6290, -0.8587], [-0.0538, -0.2056, -0.2020], [-1.2637, -0.0400, 0.0094], [-1.0381, -0.3953, 0.0333], [-0.8363, -0.5285, -3.2781], [0.2706, 1.5905, 2.2708], [0.3176, -2.7736, -3.2155], [1.1676, -0.7069, 1.5449], [-0.9791, -0.3597, -2.0256], [0.1189, 1.7671, -0.9387], [-1.3201, 0.9751, 1.2195], [-0.5399, -1.3722, 0.7269], [0.6462, -0.5591, -1.3638], [-0.7515, 1.7489, 0.3791], [-1.4808, 1.0223, -0.1128], [0.2701, 0.1786, 1.6511], [0.8633, -1.0122, 0.7544], [-0.0009, 0.4055, -1.7037], [-0.5809, -0.1750, -1.7277], [-0.8803, 0.9861, 0.6475], [-0.0945, -1.1212, -1.4331], [-1.7047, -0.1389, 0.4420], [-1.0181, 1.2059, -0.6452], [0.3931, 1.4856, 1.1732], [-1.1302, -0.8395, 1.0893], [-0.4680, 1.6075, 0.5791], [1.0615, 1.6009, -0.1760], [-0.9781, 0.5379, -1.3040], [1.5205, -0.8715, 0.0090], [0.5783, 1.3147, 0.8000], [-0.9260, 0.3100, -1.5863], [-1.4849, -0.8142, 0.9927], [-0.9158, -1.1049, 1.2024], [-1.5850, 0.2781, -0.8924], [1.3258, 0.1830, 1.1707], [0.5382, 0.8622, -1.1656], [0.8617, -0.5926, -1.6721], [1.4212, -0.5892, 1.0356], [0.1136, -0.0435, 0.1166], [-0.5602, 0.2283, -0.5731], [0.0724, 0.0688, 0.1859], [0.1338, -0.2251, -0.2034], [-0.0242, 0.0305, -0.0154], [-0.0544, 0.1989, 0.2323], [0.1320, -0.1393, 0.0100], [-0.0175, -0.0292, -0.0477], [0.0755, -0.1081, 0.0866], [0.0770, -0.0349, 0.0817], [0.0402, 0.0415, 0.1064], [-0.0311, 0.0391, 0.0557], [-0.0141, 0.0427, 0.1462], [0.0763, -0.2304, -0.7381], [0.0095, 0.1230, 0.0519], [-0.0742, -0.4786, -0.0123], [-0.0142, -0.0209, 0.0637], [0.0155, 0.2912, -0.0506], [-0.0220, -0.0877, 0.1636], [0.0379, -0.0528, 0.0458], [-0.0731, -0.3034, 0.2916], [-0.0165, 0.0339, 0.1105], [0.0068, 0.0997, 0.0678], [-0.0147, 0.0738, -0.0157]],
  "lowdin_charge": [0.038, -0.053, -0.379, 0.035, -0.099, -0.170, -0.154, -0.206, -0.185, -0.209, -0.146, -0.082, 0.055, -0.259, 0.010, -0.027, 0.060, -0.060, -0.131, -0.057, -0.393, 0.003, 0.048, -0.078, -0.579, 0.580, -0.632, -0.094, 0.557, -0.033, -0.198, -0.233, -0.535, 0.489, 0.023, -0.205, 0.039, 0.076, 0.088, 0.102, 0.147, 0.125, 0.114, 0.116, 0.117, 0.091, 0.116, 0.114, 0.117, 0.104, 0.124, 0.131, 0.112, 0.118, 0.131, 0.136, 0.094, 0.080, 0.093, 0.077, 0.096, 0.089, 0.103, 0.112, 0.074, 0.113, 0.083, 0.079, 0.058, -0.289, -0.015, -0.079, -0.095, -0.086, -0.022, 0.106, 0.086, 0.101, 0.104, 0.115, 0.062, -0.286, -0.014, -0.078, -0.090, -0.085, -0.021, 0.105, 0.085, 0.101, 0.104, 0.115]
}

---

Entry 2:
{
  "formula": "C40H43AuN3OPSTe",
  "method": "the ωB97M-V functional and the def2-TZVPD basis",
  "e_above_lowest_ev": 0.283,
  "molar_mass_g_mol": 969.4,
  "orbital_gap_ev": [6.4, 6.4],
  "homo_ev": [-6.5, -6.5],
  "symbols": ["Au", "O", "C", "C", "C", "C", "C", "C", "C", "P", "C", "C", "C", "C", "C", "C", "C", "C", "C", "C", "C", "C", "H", "H", "H", "H", "H", "H", "H", "H", "H", "H", "H", "H", "H", "H", "C", "Te", "C", "H", "H", "H", "H", "H", "H", "N", "C", "N", "C", "C", "C", "C", "C", "C", "S", "H", "H", "H", "H", "H", "H", "C", "C", "C", "C", "C", "C", "C", "C", "C", "C", "C", "C", "N", "H", "H", "H", "H", "H", "H", "H", "H", "H", "H", "H", "H", "H", "H", "H", "H", "H"],
  "coordinates": [[0.282391, 0.484142, 0.082668], [0.307772, 1.374218, 2.809364], [0.085737, 0.430850, 2.119606], [-0.492631, -0.841544, 2.677334], [-0.304065, -1.154744, 4.020871], [-0.902238, -2.286026, 4.543238], [-1.704447, -3.086805, 3.739408], [-1.900495, -2.766535, 2.407600], [-1.271703, -1.645098, 1.864224], [-1.460475, -1.114468, 0.144585], [-3.246795, -0.901904, -0.043091], [-4.060783, -1.890920, -0.586080], [-5.430154, -1.684097, -0.673297], [-5.984962, -0.495919, -0.219618], [-5.171840, 0.492037, 0.323037], [-3.804227, 0.291945, 0.409570], [-0.981723, -2.557120, -0.851555], [-1.248233, -2.580521, -2.220764], [-0.758783, -3.612575, -3.004419], [0.009375, -4.621944, -2.435924], [0.276067, -4.604109, -1.075620], [-0.215136, -3.576348, -0.284853], [0.315502, -0.505778, 4.625910], [-0.751471, -2.546106, 5.582346], [-2.181502, -3.963068, 4.156975], [-2.540178, -3.385605, 1.788501], [-3.626959, -2.814168, -0.948029], [-6.062548, -2.451757, -1.097853], [-7.052569, -0.336799, -0.292142], [-5.601618, 1.421974, 0.671097], [-3.164513, 1.074509, 0.802977], [-1.840423, -1.800360, -2.677987], [-0.971458, -3.619764, -4.065170], [0.399861, -5.419098, -3.054162], [0.874936, -5.385159, -0.625490], [0.009335, -3.565119, 0.772410], [-2.666713, 5.240941, 0.466080], [-1.254278, 3.784861, -0.202339], [-1.580963, 4.208119, -2.265576], [-2.342980, 6.232258, 0.160684], [-2.704726, 5.194258, 1.552331], [-3.650755, 5.023087, 0.058930], [-2.618426, 4.019142, -2.529885], [-0.934673, 3.550362, -2.842564], [-1.317141, 5.243154, -2.464527], [2.600831, 1.257275, -2.411020], [1.438306, 0.910581, -2.849901], [0.296443, 0.953742, -2.115797], [-0.808330, 0.689088, -2.921638], [-2.132741, 0.858854, -2.529713], [-3.152442, 0.542333, -3.415000], [-2.866148, 0.076298, -4.694496], [-1.548149, -0.033752, -5.119328], [-0.534482, 0.291836, -4.233962], [1.183975, 0.326013, -4.508645], [2.637275, 1.244626, -1.122970], [3.388994, 1.054797, -3.007395], [-2.349364, 1.256377, -1.545289], [-4.182324, 0.660904, -3.101705], [-3.670449, -0.173713, -5.373276], [-1.319011, -0.355679, -6.126719], [2.772598, -1.715464, -0.653776], [2.849254, -1.886219, 0.864968], [4.065288, -2.804781, 1.095512], [2.998392, -0.635288, 1.764455], [3.306641, -0.893579, 3.104350], [3.692838, 0.108273, 3.977521], [3.839149, 1.401955, 3.485298], [3.445583, 1.732418, 2.199706], [3.571851, 3.191711, 1.777931], [4.289883, 3.379094, 0.437168], [2.239734, 3.944205, 1.792232], [2.876003, 0.728328, 1.368632], [2.167447, 1.144798, 0.244277], [2.929976, -2.691334, -1.121460], [3.554331, -1.042904, -1.001923], [1.826661, -1.338611, -1.024901], [1.956288, -2.439577, 1.196026], [4.967370, -2.314641, 0.721198], [3.936551, -3.740339, 0.547816], [4.233419, -3.047126, 2.141775], [3.260372, -1.913968, 3.468115], [3.925382, -0.119913, 5.009937], [4.210201, 2.186823, 4.135044], [4.209850, 3.650319, 2.540953], [3.657651, 3.062599, -0.386940], [5.219234, 2.806917, 0.404077], [4.533765, 4.432726, 0.286754], [1.573133, 3.550402, 1.032645], [2.405990, 5.005139, 1.592339], [1.744411, 3.846060, 2.758343]],
  "atomic_forces_ev_per_a": [[0.2099, -0.0066, -0.1133], [0.0213, 0.0393, -0.0029], [0.0221, -0.0752, -0.0564], [0.1476, 0.0940, 0.0967], [0.0301, 0.0477, -0.0007], [0.1183, 0.1000, 0.0566], [-0.0993, -0.0771, -0.1144], [-0.0409, 0.0514, -0.0666], [-0.1304, -0.1988, 0.0937], [-0.0005, 0.0052, -0.0752], [-0.0362, -0.0931, -0.0579], [-0.0158, 0.0481, 0.0290], [-0.0006, 0.0350, 0.0182], [0.0172, -0.0067, -0.0073], [-0.0089, -0.0173, -0.0016], [-0.0301, -0.0161, -0.0218], [0.0814, 0.0429, 0.1222], [-0.0008, -0.0641, 0.0029], [0.0498, -0.0252, 0.0110], [-0.0419, 0.0468, -0.0110], [0.0043, 0.0064, -0.0307], [-0.0321, 0.0727, -0.0573], [0.0011, 0.0069, -0.0033], [0.0096, 0.0013, 0.0179], [-0.0190, -0.0241, 0.0013], [0.0186, 0.0107, -0.0014], [-0.0213, -0.0107, 0.0043], [-0.0221, -0.0183, -0.0128], [-0.0187, 0.0028, -0.0023], [-0.0087, 0.0069, 0.0039], [0.0317, 0.0217, 0.0201], [-0.0525, 0.0776, -0.0355], [0.0012, -0.0040, -0.0199], [-0.0016, -0.0155, -0.0142], [0.0017, -0.0035, -0.0035], [0.0048, -0.0100, -0.0004], [-0.0073, -0.0097, -0.0105], [0.0125, 0.0493, 0.0316], [-0.0138, -0.0244, 0.0104], [0.0004, 0.0077, -0.0023], [0.0040, -0.0052, -0.0008], [-0.0100, 0.0003, 0.0019], [-0.0033, -0.0080, -0.0125], [0.0087, -0.0041, 0.0090], [0.0001, 0.0138, -0.0018], [0.6083, 0.0668, 1.5103], [-1.1686, -0.2822, 0.0402], [0.6323, -0.1221, -0.4829], [-0.0958, 0.1739, 0.2161], [-0.0071, -0.0615, 0.0187], [0.0308, -0.0346, 0.0635], [-0.0011, -0.0092, -0.0376], [0.0020, -0.0013, -0.0056], [-0.0463, -0.0271, 0.0095], [0.0771, 0.0330, 0.0265], [-0.6641, -0.1395, 0.5062], [0.0045, 0.0429, 0.0182], [0.0237, -0.0304, -0.0907], [-0.0075, 0.0042, 0.0118], [0.0000, -0.0021, -0.0072], [0.0062, -0.0004, -0.0106], [0.0015, 0.0468, 0.0349], [-0.0285, 0.0641, 0.1919], [-0.0278, -0.0058, 0.0938], [-0.0020, 0.0393, -0.0016], [0.0703, 0.0526, -0.0116], [-0.0194, 0.0590, -0.1434], [-0.0546, -0.1062, 0.0676], [-0.0814, -0.0382, 0.0157], [-0.0065, -0.1083, -0.0614], [0.0080, -0.0142, 0.1083], [0.0707, -0.0439, 0.0574], [0.0945, -0.0259, -0.2378], [0.4194, 0.2261, -1.6034], [0.0086, 0.0202, 0.0022], [0.0672, 0.0538, -0.0219], [-0.1335, 0.0880, -0.0079], [0.0451, 0.0670, -0.0338], [-0.0006, 0.0008, 0.0042], [-0.0001, -0.0198, -0.0101], [0.0068, -0.0244, -0.0220], [0.0093, 0.0162, 0.0250], [0.0031, -0.0079, 0.0051], [0.0230, 0.0045, 0.0206], [0.0044, -0.0029, 0.0162], [-0.0744, -0.0489, -0.0681], [0.0137, -0.0031, 0.0052], [0.0138, 0.0341, 0.0177], [-0.0062, -0.0478, -0.0602], [0.0088, 0.0438, -0.0059], [-0.0087, -0.0001, 0.0444]],
  "lowdin_charge": [1.016, 0.075, -0.421, -0.206, -0.004, -0.054, -0.064, -0.073, -0.317, 1.017, -0.353, -0.080, -0.073, -0.077, -0.067, -0.104, -0.336, -0.087, -0.060, -0.072, -0.071, -0.093, 0.124, 0.109, 0.107, 0.115, 0.104, 0.105, 0.104, 0.108, 0.078, 0.089, 0.108, 0.105, 0.109, 0.093, -0.473, 1.171, -0.452, -0.005, -0.011, -0.007, 0.003, -0.016, -0.002, 0.062, -0.704, -0.048, -0.376, -0.100, -0.083, -0.096, -0.096, -0.498, 1.062, 0.098, 0.085, 0.037, 0.106, 0.100, 0.107, -0.100, -0.354, -0.077, -0.150, -0.085, -0.091, -0.050, -0.157, -0.372, -0.072, -0.091, -0.320, -0.163, 0.073, 0.077, 0.021, 0.111, 0.092, 0.072, 0.059, 0.101, 0.093, 0.107, 0.119, 0.048, 0.078, 0.073, -0.013, 0.074, 0.075]
}

---

What is the formula in the second record?
C40H43AuN3OPSTe